No. 1
The following is a DFT calculation (wB97M-V/def2-TZVPD) of a cluster of 2 separate species, C3H6N2O2S in total at a distorted geometry.

Results
total charge = 0
LUMO = -1.152 eV
ΔE to the lowest compared entry with this formula, charge and spin = 773.2 kJ/mol
HOMO-LUMO gap = 0.29465 hartree

Positions of all 14 atoms, in Å:
C  -0.050  2.046  1.897
C  0.276  0.242  0.589
C  0.234  -1.695  -0.937
H  1.080  2.042  1.979
H  -0.379  1.491  2.937
H  -0.483  3.005  1.678
H  -0.497  0.248  -1.232
H  0.259  -2.375  0.119
H  -1.229  -2.239  -3.507
N  0.232  -0.321  -0.723
N  0.043  -2.218  -2.108
O  -0.496  1.396  0.657
O  -0.176  -1.129  -3.066
S  1.187  -0.493  1.720

Cartesian forces, eV/Å:
-0.15 -0.50 1.70
-0.53 -1.11 -2.42
-0.56 -2.16 1.57
-1.40 0.33 -0.43
0.24 1.44 -2.94
0.00 0.70 1.00
1.23 -1.22 -0.18
0.35 1.80 -3.46
3.38 4.22 0.85
-2.25 2.59 1.38
0.60 1.37 2.16
2.91 -2.68 1.62
-3.78 -4.98 -1.33
-0.04 0.21 0.49

Results of the natural (NBO) charge analysis, in e, for atoms 1 through 2:
1 C -0.288
2 C 0.363


No. 2
The following is a DFT calculation (wB97M-V/def2-TZVPD) of a structure of composition C3H9NO2 at a distorted geometry.

Results
total charge = 0
LUMO = 0.653 eV
ΔE to the lowest compared entry with this formula, charge and spin = 601.2 kJ/mol
HOMO-LUMO gap = 0.32025 hartree

Positions of all 15 atoms, in Å:
C  0.293  -0.560  0.013
C  1.975  0.770  0.016
C  -2.484  -0.624  0.387
N  0.165  0.606  -0.654
O  -1.500  -0.790  -0.583
O  2.780  0.289  -0.980
H  2.419  0.591  -1.826
H  -0.398  1.252  -0.098
H  0.798  -1.370  -0.504
H  0.113  -0.644  1.085
H  2.277  0.372  0.983
H  1.913  1.856  0.079
H  -3.127  -1.514  0.478
H  -2.073  -0.464  1.409
H  -3.153  0.229  0.192

Cartesian forces, eV/Å:
-4.83 -1.20 -1.04
-1.08 1.71 -1.43
-0.02 -0.39 0.47
4.72 1.03 1.26
1.04 -0.77 0.86
-0.25 -0.13 0.01
0.12 0.03 0.13
0.19 -0.02 0.06
0.20 0.17 0.20
0.04 -0.10 -0.07
-0.49 -0.45 -0.10
0.17 0.03 0.00
0.01 0.06 0.00
0.01 0.05 -0.17
0.16 -0.02 -0.18

Results of the natural (NBO) charge analysis, in e, for atoms 1 through 2:
1 C 0.078
2 C 0.051


No. 3
The following is a DFT calculation (wB97M-V/def2-TZVPD) of a structure of composition C15H18N6NiSe5Te.

Results
total charge = 0
LUMO (spin up / spin down) = -0.317 / -0.313 eV
ΔE to the lowest compared entry with this formula, charge and spin = 0.0 kJ/mol
multiplicity = 3
HOMO-LUMO gap (spin up / spin down) = 0.22732 / 0.22761 hartree

Positions of all 46 atoms, in Å:
Ni  -0.194  -0.164  1.256
Se  1.956  -1.936  1.272
Se  2.137  -2.097  3.571
C  0.564  -1.180  4.202
C  0.371  -1.286  5.577
C  -0.743  -0.695  6.134
C  -1.637  -0.038  5.303
C  -1.366  0.018  3.953
N  -0.264  -0.523  3.403
C  2.686  -0.156  1.171
C  4.012  0.121  0.898
C  4.400  1.453  0.896
C  3.461  2.436  1.168
C  2.151  2.060  1.417
N  1.775  0.783  1.410
H  1.079  -1.835  6.185
H  -0.919  -0.762  7.200
H  -2.537  0.421  5.685
H  -2.042  0.504  3.265
H  4.710  -0.678  0.699
H  5.427  1.720  0.684
H  3.732  3.482  1.181
H  1.372  2.786  1.620
Se  -2.036  -1.807  1.015
Se  -3.468  -0.613  -0.381
Te  -3.722  1.498  0.968
Se  -1.291  2.094  1.110
C  -2.798  0.105  -4.200
C  -1.489  -0.314  -4.860
C  -1.253  -1.816  -4.729
C  -0.301  0.489  -4.323
N  0.065  0.134  -2.957
C  -0.477  0.490  -1.792
N  0.196  -0.116  -0.843
N  1.151  -0.846  -1.447
N  1.084  -0.706  -2.715
H  -3.637  -0.423  -4.654
H  -2.977  1.177  -4.308
H  -2.806  -0.138  -3.135
H  -1.538  -0.059  -5.923
H  -1.239  -2.120  -3.681
H  -0.306  -2.117  -5.181
H  -2.057  -2.365  -5.219
H  -0.518  1.557  -4.339
H  0.592  0.306  -4.918
H  -1.305  1.160  -1.640

Cartesian forces, eV/Å:
-0.02 0.04 -0.02
-0.01 -0.05 -0.02
0.02 0.00 0.00
-0.03 0.00 0.02
0.03 -0.04 -0.02
-0.03 0.02 0.02
0.00 -0.01 0.01
0.01 -0.01 0.00
0.02 0.02 0.04
0.04 0.04 -0.01
-0.01 0.01 0.01
0.01 0.00 -0.01
0.00 0.01 0.01
0.02 0.00 0.01
-0.06 -0.03 -0.03
0.00 0.00 -0.01
0.00 0.00 0.00
0.00 0.00 0.00
0.01 0.02 -0.02
0.00 0.00 0.00
0.00 0.00 0.01
0.00 0.00 0.00
-0.01 -0.01 -0.01
0.00 -0.03 0.01
0.00 0.01 0.03
0.00 -0.03 0.00
0.01 0.03 0.01
0.01 0.00 -0.01
0.00 0.00 0.03
0.00 0.01 -0.01
-0.03 -0.01 -0.05
0.00 -0.01 0.01
-0.01 0.01 -0.02
0.02 -0.02 0.07
-0.01 0.00 -0.02
0.02 0.02 0.02
0.00 0.00 0.00
0.00 0.00 0.00
0.00 0.00 -0.02
0.00 0.00 -0.01
0.00 0.00 0.00
0.00 -0.01 0.00
0.00 0.00 0.00
0.01 0.00 0.00
0.01 0.00 0.01
0.02 0.01 -0.01

Results of the natural (NBO) charge analysis, in e, for atoms 1 through 2:
1 Ni 1.178
2 Se 0.271


No. 4
The following is a DFT calculation (wB97M-V/def2-TZVPD) of a structure of composition C31H40ClHfIN5O3S2 at a distorted geometry.

Results
total charge = +3
LUMO = -8.126 eV
ΔE to the lowest compared entry with this formula, charge and spin = 114.4 kJ/mol
HOMO-LUMO gap = 0.27302 hartree

Positions of all 84 atoms, in Å:
Hf  -0.901  0.450  0.603
N  1.492  0.637  0.866
C  1.688  1.938  1.539
C  0.860  2.999  0.819
N  -0.594  2.705  0.839
C  -1.261  3.451  -0.255
C  -2.572  2.818  -0.757
N  -2.460  1.347  -0.881
C  -1.114  3.122  2.164
C  -2.595  2.801  2.354
N  -2.860  1.411  1.918
H  1.883  -0.083  1.477
H  2.056  0.640  0.011
H  2.738  2.255  1.523
H  1.395  1.831  2.584
H  1.199  3.019  -0.218
H  1.055  3.981  1.262
H  -0.566  3.507  -1.095
H  -1.465  4.482  0.056
H  -2.811  3.287  -1.716
H  -3.404  3.044  -0.091
H  -1.971  1.127  -1.748
H  -3.400  0.955  -0.972
H  -0.969  4.200  2.303
H  -0.540  2.598  2.929
H  -3.217  3.500  1.795
H  -2.841  2.951  3.410
H  -3.833  1.340  1.620
H  -2.803  0.823  2.749
O  0.226  1.031  -1.438
S  0.511  1.741  -2.778
C  0.176  0.513  -4.127
C  1.108  -0.680  -4.239
C  1.027  -1.649  -3.054
C  -0.272  -2.443  -3.032
S  -0.940  -2.601  -1.329
O  -1.017  -1.128  -0.873
C  0.523  -3.200  -0.455
C  1.291  -4.256  -0.921
C  2.366  -4.695  -0.164
C  2.645  -4.116  1.064
C  1.854  -3.081  1.540
C  0.793  -2.618  0.776
C  2.307  1.864  -2.915
C  3.165  0.970  -2.294
C  4.532  1.115  -2.452
C  5.037  2.138  -3.241
C  4.172  3.029  -3.860
C  2.802  2.905  -3.689
H  0.232  1.118  -5.033
H  -0.863  0.211  -3.983
H  2.135  -0.330  -4.342
H  0.857  -1.213  -5.158
H  1.100  -1.087  -2.120
H  1.879  -2.326  -3.103
H  -0.168  -3.442  -3.444
H  -1.069  -1.942  -3.580
H  1.063  -4.746  -1.854
H  2.975  -5.504  -0.531
H  3.468  -4.481  1.654
H  2.046  -2.649  2.511
H  0.154  -1.813  1.140
H  2.775  0.142  -1.722
H  5.200  0.419  -1.969
H  6.103  2.238  -3.374
H  4.560  3.821  -4.478
H  2.127  3.599  -4.161
Cl  -3.004  -3.748  5.933
C  -2.267  -2.585  4.910
C  -1.308  -1.732  5.421
C  -0.689  -0.789  4.604
I  0.774  0.532  5.347
C  -1.017  -0.667  3.263
O  -0.424  0.220  2.468
C  -2.020  -1.510  2.729
N  -2.339  -1.298  1.417
C  -3.263  -2.085  0.885
C  -3.917  -3.096  1.593
C  -3.624  -3.292  2.925
C  -2.650  -2.491  3.544
H  -1.034  -1.796  6.464
H  -3.499  -1.906  -0.156
H  -4.656  -3.698  1.094
H  -4.132  -4.049  3.501

Cartesian forces, eV/Å:
-0.55 -0.60 -2.36
0.23 -0.13 -0.08
-0.01 0.62 0.17
0.89 -0.01 0.07
-0.12 0.16 0.00
-0.42 0.14 -0.48
0.11 0.53 0.12
-0.20 0.04 -0.51
-0.47 0.22 0.64
0.36 0.37 0.12
0.22 0.02 0.21
-0.17 0.05 -0.19
-0.37 -0.09 0.21
-0.17 -0.11 -0.02
0.05 0.00 -0.10
-0.12 0.12 0.06
-0.08 -0.04 -0.08
-0.07 0.00 0.16
0.05 -0.08 -0.01
-0.02 -0.10 0.08
0.09 -0.09 -0.11
-0.24 -0.06 0.04
0.29 -0.01 0.08
0.08 -0.10 -0.08
0.01 0.08 -0.05
0.02 -0.11 0.04
0.00 -0.04 -0.13
0.21 -0.13 -0.08
-0.10 -0.01 -0.09
0.07 0.39 -0.33
0.67 -0.66 -0.27
0.18 0.17 0.32
0.01 -0.07 0.31
0.15 0.14 0.02
0.04 0.15 0.48
0.79 -0.07 -0.23
-0.01 -0.07 -0.12
-0.31 0.11 0.08
-0.14 0.00 -0.12
-0.11 0.04 0.04
-0.06 0.06 -0.04
-0.10 0.07 -0.07
-0.16 0.16 -0.05
-0.44 0.25 0.05
-0.12 -0.16 0.13
-0.05 -0.04 0.06
-0.08 0.12 -0.07
0.06 -0.09 0.00
-0.16 -0.09 0.02
-0.09 0.15 -0.01
-0.10 0.16 0.02
-0.03 -0.05 -0.10
0.02 0.07 -0.11
0.10 -0.06 -0.11
-0.04 -0.03 0.07
-0.12 -0.20 0.05
-0.20 -0.07 0.05
-0.01 -0.06 -0.16
0.09 -0.14 -0.06
0.13 -0.05 0.10
0.04 0.05 0.12
0.27 -0.42 0.11
-0.01 -0.12 0.04
0.09 -0.07 0.03
0.09 0.03 -0.01
0.06 0.13 -0.06
-0.09 0.20 -0.10
0.02 0.04 -0.07
0.30 0.30 0.06
-0.44 -0.55 0.14
0.40 0.73 -0.71
-0.33 -0.38 0.02
-0.29 -0.64 1.64
0.15 -0.34 0.52
0.03 -0.06 0.60
0.17 -0.04 0.41
0.07 0.16 -0.13
0.05 0.05 0.26
-0.01 0.07 -0.31
0.23 0.32 -0.13
-0.02 -0.06 0.05
-0.06 -0.03 -0.04
-0.10 -0.06 -0.07
-0.08 -0.13 0.04

Results of the Löwdin charge analysis, in e, for atoms 1 through 2:
1 Hf 1.751
2 N -0.023